[1]
Molecular formula: C3H4N3
Method: DFT, wB97M-V/def2-TZVPD

The geometry in XYZ format:
```
10
Properties=species:S:1:pos:R:3:forces:R:3:mulliken_charge:R:1
N 0.0387 -0.0263 -0.0330 4.854 1.550 1.941 0.524
N -0.6117 0.7369 0.7524 -1.472 0.985 0.064 -0.460
N -0.6202 -0.8047 -0.7733 -1.918 -2.393 -2.850 -0.463
C -1.8872 -0.4720 -0.6303 2.853 -0.314 0.346 -0.102
C -1.9284 0.5431 0.3443 1.732 2.311 1.742 -0.069
C 2.4163 0.0730 -0.2299 -1.546 0.413 0.492 -0.062
H 2.6649 0.7600 0.6329 -0.522 -1.107 -1.044 0.370
H -2.5498 -1.1293 -0.9904 -2.925 -1.691 -1.543 0.466
H 2.6679 -0.8123 -0.8589 -0.515 0.689 0.777 0.378
H -2.6231 1.2963 0.6784 -0.540 -0.441 0.074 0.418
```
Positions in Å, forces in eV/Å.

- energy relative to the best compared isomer or geometry (same formula, charge and spin) (kcal/mol) = 155.1
- HOMO-LUMO gap (alpha / beta) (eV) = 9.77 / 7.51
- highest occupied orbital energy (alpha / beta) (eV) = -16.164 / -16.103
- net charge = +1


[2]
Molecular formula: C3H8N2O2
Method: DFT, wB97M-V/def2-TZVPD

The geometry in XYZ format:
```
15
Properties=species:S:1:pos:R:3:forces:R:3:mulliken_charge:R:1
O 0.5680 1.1577 -1.8177 -0.963 -0.390 -0.370 -0.586
O -0.6460 -0.2411 2.6739 -0.601 0.597 -0.435 -0.510
N -0.1191 -0.8291 -2.6400 -0.943 -0.265 -0.402 -0.398
N 0.0795 0.7218 0.6612 -0.339 1.486 1.017 -0.434
C -0.0359 0.1067 -1.6456 3.442 0.210 0.551 0.510
C 0.3711 0.5248 2.0817 0.486 -0.641 -1.981 -0.392
C -0.1514 -0.4120 -0.1926 -0.557 0.776 -0.044 -0.365
H 0.5271 1.5362 2.4441 -0.392 0.158 0.666 0.280
H -0.9562 -1.3876 -2.6589 0.086 -0.351 0.048 0.231
H 0.8150 1.3702 0.3546 -0.766 -0.591 -0.748 0.228
H 0.5612 -1.1955 0.0536 0.290 -0.490 -0.703 0.300
H -1.4686 0.0423 2.1933 1.014 -0.288 0.814 0.335
H 0.2395 -0.5940 -3.5625 -0.259 0.344 0.450 0.248
H -1.1489 -0.8412 -0.0570 -0.018 0.039 0.262 0.188
H 1.3647 0.0409 2.1119 -0.481 -0.593 0.874 0.365
```
Positions in Å, forces in eV/Å.

- energy relative to the best compared isomer or geometry (same formula, charge and spin) (kcal/mol) = 36.4
- HOMO-LUMO gap (eV) = 9.57
- highest occupied orbital energy (eV) = -8.865
- structure (SMILES) = NC(=O)CNCO
- net charge = 0


Please write out number 2 again, unchanged.
Molecular formula: C3H8N2O2
Method: DFT, wB97M-V/def2-TZVPD

The geometry in XYZ format:
```
15
Properties=species:S:1:pos:R:3:forces:R:3:mulliken_charge:R:1
O 0.5680 1.1577 -1.8177 -0.963 -0.390 -0.370 -0.586
O -0.6460 -0.2411 2.6739 -0.601 0.597 -0.435 -0.510
N -0.1191 -0.8291 -2.6400 -0.943 -0.265 -0.402 -0.398
N 0.0795 0.7218 0.6612 -0.339 1.486 1.017 -0.434
C -0.0359 0.1067 -1.6456 3.442 0.210 0.551 0.510
C 0.3711 0.5248 2.0817 0.486 -0.641 -1.981 -0.392
C -0.1514 -0.4120 -0.1926 -0.557 0.776 -0.044 -0.365
H 0.5271 1.5362 2.4441 -0.392 0.158 0.666 0.280
H -0.9562 -1.3876 -2.6589 0.086 -0.351 0.048 0.231
H 0.8150 1.3702 0.3546 -0.766 -0.591 -0.748 0.228
H 0.5612 -1.1955 0.0536 0.290 -0.490 -0.703 0.300
H -1.4686 0.0423 2.1933 1.014 -0.288 0.814 0.335
H 0.2395 -0.5940 -3.5625 -0.259 0.344 0.450 0.248
H -1.1489 -0.8412 -0.0570 -0.018 0.039 0.262 0.188
H 1.3647 0.0409 2.1119 -0.481 -0.593 0.874 0.365
```
Positions in Å, forces in eV/Å.

- energy relative to the best compared isomer or geometry (same formula, charge and spin) (kcal/mol) = 36.4
- HOMO-LUMO gap (eV) = 9.57
- highest occupied orbital energy (eV) = -8.865
- structure (SMILES) = NC(=O)CNCO
- net charge = 0